Entry from OMol25: 11 unconnected molecules or ions with the total composition C44H72F6O22S4 (the ωB97M-V functional and the def2-TZVPD basis).

Calculated values
- HOMO-LUMO gap (eV) = 10.45
- F_max (Eh/bohr) = 0.0822
- HOMO level (eV) = -10.0152
- structure (SMILES) = CCOC(=O)C(F)(F)F.CCOC(=O)C(F)(F)F.O=S1(=O)CCCC1.O=S1(=O)CCCC1.O=S1(=O)CCCC1.O=S1(=O)CCCC1.O=C1CCCO1.O=C1CCCO1.O=C1CCCO1.O=C1CCCO1.O=C1CCCO1
- calculated total energy (hartree) = -5567.01345

```
! wB97M-V def2-TZVPD RIJCOSX def2/J DEFGRID3
* xyz 0 1
C 1.6285 7.5600 0.2177
C 2.8789 6.6528 0.0388
O 2.3340 5.5120 -0.6941
C 2.9104 4.3314 -0.6727
O 3.8508 4.0009 0.0467
C 2.1987 3.4453 -1.7395
F 0.9252 3.3171 -1.4951
F 2.3754 4.1146 -2.9317
F 2.8075 2.2629 -1.9018
H 1.7742 8.4528 0.8002
H 0.7552 7.0515 0.6432
H 1.3267 7.8759 -0.7464
H 3.3316 6.3814 0.9667
H 3.5948 7.1750 -0.6019
C -6.4526 -0.0686 2.3636
C -5.8912 0.9523 1.4449
O -6.0749 0.6084 0.0706
C -5.1089 0.7283 -0.7974
O -3.9546 1.0255 -0.6249
C -5.6064 0.1410 -2.1306
F -5.7979 1.1787 -2.9612
F -4.7766 -0.6906 -2.7366
F -6.7506 -0.5732 -1.9908
H -5.9076 -1.0288 2.2210
H -7.4569 -0.2443 1.9730
H -6.4970 0.1851 3.3528
H -4.8323 1.1168 1.6500
H -6.4803 1.9223 1.4835
O 1.5898 -6.1771 -4.6744
S 0.4832 -5.8420 -3.8369
O 0.0815 -6.7597 -2.8159
C 0.6487 -4.1962 -3.0939
C -0.7746 -3.8337 -2.7599
C -1.6763 -4.2590 -3.9295
C -0.9775 -5.4300 -4.7072
H 1.1139 -3.5874 -3.9542
H 1.3490 -4.2093 -2.2812
H -1.0783 -4.3076 -1.7845
H -0.7900 -2.7272 -2.6369
H -1.6641 -3.4121 -4.5721
H -2.7384 -4.4650 -3.5818
H -0.7107 -5.1567 -5.7056
H -1.4411 -6.3935 -4.8916
O 1.5546 -3.8691 0.3488
S 2.3515 -4.7847 1.1176
O 3.6198 -4.2908 1.6176
C 1.3255 -5.7017 2.2285
C 0.7648 -6.9032 1.4022
C 1.8939 -7.4593 0.5897
C 2.6369 -6.2547 0.0064
H 0.5946 -4.9484 2.5999
H 1.9273 -6.0732 3.1028
H 0.3313 -7.6673 2.0857
H -0.0276 -6.4647 0.8269
H 1.5911 -8.1354 -0.1680
H 2.5671 -8.0233 1.2644
H 2.1442 -5.9327 -0.9092
H 3.6798 -6.4268 -0.1113
O -4.0260 -2.0498 0.5525
S -2.6215 -1.9682 0.9096
O -1.6265 -1.7021 -0.0622
C -2.4301 -0.9871 2.3157
C -1.2953 -1.6012 3.1213
C -1.7537 -3.0750 3.1480
C -2.1416 -3.4972 1.7536
H -3.3813 -0.9929 2.8378
H -2.2231 0.0565 2.0122
H -0.3678 -1.4645 2.6180
H -1.2472 -1.0807 4.0505
H -2.7138 -3.0831 3.7381
H -1.1440 -3.8056 3.6877
H -3.0129 -4.1702 1.7239
H -1.3647 -3.9691 1.1972
O 1.8163 5.8130 2.7029
S 2.4738 5.4300 3.9305
O 3.1817 6.4142 4.7528
C 1.3245 4.5848 5.0018
C 1.3486 3.1250 4.4533
C 2.8103 2.7673 4.1353
C 3.4514 3.9662 3.4547
H 0.3737 5.1280 5.0830
H 1.7998 4.6213 6.0199
H 0.8536 2.3832 5.1290
H 0.7396 3.0335 3.5168
H 2.8019 1.8571 3.5022
H 3.3234 2.4500 5.0094
H 3.5114 3.9828 2.3780
H 4.4540 4.2209 3.8514
O 2.0771 -1.5450 -4.2820
C 2.8339 -1.7369 -5.1990
C 2.8114 -2.9694 -6.0778
C 4.1878 -3.0492 -6.5860
C 4.6948 -1.6070 -6.5044
O 3.9558 -0.9831 -5.4584
H 2.4396 -3.8721 -5.6272
H 2.1130 -2.6757 -6.8885
H 4.8350 -3.6667 -5.9027
H 4.2819 -3.5655 -7.5377
H 5.7816 -1.5374 -6.2691
H 4.5221 -1.1016 -7.3989
O -4.7600 5.3183 -1.4102
C -4.1664 4.7069 -2.2431
C -2.9513 5.0992 -3.0854
C -2.1290 3.8548 -3.2459
C -3.2871 2.8565 -3.2878
O -4.3024 3.4035 -2.4614
H -3.3527 5.3721 -4.0320
H -2.4163 5.9240 -2.5972
H -1.4827 3.8826 -4.1679
H -1.4423 3.6048 -2.3879
H -3.6119 2.7624 -4.3592
H -2.9515 1.8723 -2.9083
O 1.3722 -3.3297 4.0548
C 2.3763 -2.6798 4.1889
C 2.7346 -1.4619 3.3299
C 4.2664 -1.3503 3.4853
C 4.4209 -1.9870 4.9041
O 3.3477 -2.9781 5.0510
H 2.3669 -1.6329 2.3223
H 2.2274 -0.5089 3.7234
H 4.7841 -1.8492 2.6722
H 4.5760 -0.3004 3.4164
H 5.3878 -2.5309 5.0336
H 4.2716 -1.1931 5.6244
O -2.9342 2.2040 3.1082
C -2.6292 3.1819 2.5058
C -2.8516 3.4685 1.0819
C -2.3414 4.9099 0.9032
C -1.4587 5.1265 2.1124
O -1.8590 4.1393 3.1142
H -2.1813 2.8324 0.4969
H -3.8757 3.3166 0.7036
H -1.8238 4.9706 -0.0830
H -3.1247 5.6395 0.8630
H -0.4351 4.9077 1.9328
H -1.5562 6.1254 2.4932
O 0.0388 1.7242 1.4341
C 0.2015 1.0623 0.4263
C -0.6855 1.0670 -0.8395
C 0.0463 0.0971 -1.7600
C 1.2213 -0.5567 -0.8531
O 1.2300 0.2501 0.3327
H -1.6719 0.7204 -0.5200
H -0.7608 2.1164 -1.2302
H -0.5981 -0.6281 -2.2586
H 0.4719 0.7012 -2.5709
H 1.1154 -1.5717 -0.5816
H 2.2609 -0.4320 -1.2490
*
```

***

Entry from OMol25: 2 unconnected molecules or ions with the total composition C7H18N3O2 (the ωB97M-V functional and the def2-TZVPD basis).

Calculated values
- HOMO-LUMO gap (alpha / beta) (eV) = 6.42 / 7.14
- ΔE to the lowest compared entry with this formula, charge and spin (kcal per mole) = 95.44
- F_max (Eh/bohr) = 0.0933
- HOMO level (alpha / beta) (eV) = -9.4539 / -10.1729
- calculated total energy (hartree) = -591.83038

```
! wB97M-V def2-TZVPD RIJCOSX def2/J DEFGRID3
* xyz 1 1
C -0.2200 -1.6108 0.9708
C -1.3483 -2.6045 1.3043
C -0.3532 -1.0570 -0.4462
C -2.6621 -2.0415 1.1756
C -0.3656 1.3734 -0.1611
C 2.7431 0.4162 -0.4868
C -4.2416 -0.4699 1.7358
N 0.2822 0.3002 -0.6373
N 1.5165 3.3748 -2.2422
N 1.4791 0.5185 -1.3492
O 0.1505 2.5294 -0.2301
O -3.0912 -1.1684 1.9384
H -0.2451 -0.8644 1.6197
H 0.7802 -2.1755 1.0755
H -1.2536 -3.3466 0.4886
H -1.2543 -2.9844 2.2994
H -0.0097 -1.7193 -1.1719
H -1.4688 -0.9009 -0.8185
H -3.2667 -2.3463 0.3193
H 2.9707 -0.6303 -0.3265
H 3.5519 0.9891 -1.0143
H 2.3233 0.7237 0.4190
H -4.9310 -0.8380 1.0236
H -4.5715 -0.0227 2.6473
H -1.2532 1.1656 0.3902
H 2.4754 3.2398 -2.3891
H 1.4107 4.3458 -1.8695
H 0.9376 3.3537 -3.1515
H 1.3962 -0.2875 -2.0404
H 1.0813 2.9276 -1.3342
*
```

***

Entry from OMol25: 3 unconnected molecules or ions with the total composition C3H10N2O5 (the ωB97M-V functional and the def2-TZVPD basis).

Calculated values
- HOMO-LUMO gap (eV) = 10.75
- ΔE to the lowest compared entry with this formula, charge and spin (kcal per mole) = 0.00
- F_max (Eh/bohr) = 0.0217
- HOMO level (eV) = -10.2790
- structure (SMILES) = NCC(=O)NC(=O)O.O.O
- calculated total energy (hartree) = -606.08917

```
! wB97M-V def2-TZVPD RIJCOSX def2/J DEFGRID3
* xyz 0 1
N -2.1317 -0.2470 1.5346
C -1.2949 -1.3529 1.0490
C -0.4866 -1.0008 -0.1662
O 0.2034 -1.8536 -0.7171
N -0.6293 0.2780 -0.5937
C 0.0960 0.9226 -1.5951
O -0.0122 2.0881 -1.8174
O 0.9177 0.1386 -2.2880
H -1.5518 0.3337 2.1315
H -2.8663 -0.6293 2.1110
H -0.6620 -1.6901 1.8690
H -1.8890 -2.2319 0.8071
H -1.3069 0.8465 -0.1097
H 0.9957 -0.7543 -1.9087
O 2.1985 -0.1520 0.7140
H 1.8585 -1.0307 0.5169
H 2.8303 0.1121 0.0417
O 0.4563 1.0305 2.5943
H 0.4038 1.9905 2.5752
H 1.2905 0.8189 2.1409
*
```

***

Entry from OMol25: 2 unconnected molecules or ions with the total composition C4H9NO2 (the ωB97M-V functional and the def2-TZVPD basis).

Calculated values
- HOMO-LUMO gap (eV) = 9.78
- ΔE to the lowest compared entry with this formula, charge and spin (kcal per mole) = 51.13
- F_max (Eh/bohr) = 0.0072
- HOMO level (eV) = -8.8916
- structure (SMILES) = [H]/N=C/O.C/C=C/O
- calculated total energy (hartree) = -363.00406

```
! wB97M-V def2-TZVPD RIJCOSX def2/J DEFGRID3
* xyz 0 1
H 2.3683 1.4932 -0.3432
N 1.6423 0.8383 -0.6161
C 2.0816 -0.3468 -0.6466
O 1.2841 -1.3896 -0.9372
H 3.1107 -0.6687 -0.4487
H 0.3711 -1.0409 -0.9114
C -1.5523 1.3239 -0.3149
C -0.8644 0.4465 0.6918
C -0.9979 -0.8731 0.7684
O -0.3550 -1.6081 1.7389
H -0.8760 2.1320 -0.6127
H -2.4668 1.7689 0.0947
H -1.8327 0.7564 -1.2117
H -0.1857 0.9176 1.4026
H -1.6531 -1.4418 0.0992
H 0.1142 -2.3445 1.3212
*
```

***

Entry from OMol25: a single C8H14N2O2 molecule (the ωB97M-V functional and the def2-TZVPD basis).

Calculated values
- HOMO-LUMO gap (eV) = 8.91
- ΔE to the lowest compared entry with this formula, charge and spin (kcal per mole) = 63.39
- F_max (Eh/bohr) = 0.0770
- HOMO level (eV) = -8.5748
- calculated total energy (hartree) = -573.10720

```
! wB97M-V def2-TZVPD RIJCOSX def2/J DEFGRID3
* xyz 0 1
C 1.1212 -0.6900 1.3998
C -1.7393 -1.7013 -0.1109
C 1.9313 -0.4273 0.0960
C -1.0437 -0.1764 0.5131
C 2.8956 -1.6486 -0.1738
C -0.9499 2.2082 0.9722
C -1.9615 1.2396 -1.2221
C -1.7690 1.1597 0.3176
N -0.1239 -0.3958 1.3619
N 0.8657 -0.1998 -0.8440
O -2.7688 -1.7767 0.5224
O -1.0196 -2.2852 -0.9100
H 1.6437 -1.1098 2.3328
H 2.6691 0.3047 0.3665
H 2.3276 -2.5858 -0.5547
H 3.6537 -1.9569 0.5160
H 3.4375 -1.4286 -1.0191
H -0.0103 2.2820 0.2480
H -0.5227 2.0373 2.0075
H -1.5707 3.2264 0.9553
H -1.0758 1.2993 -1.8195
H -2.3383 2.1738 -1.3437
H -2.6798 0.4715 -1.7376
H -2.6419 0.9549 0.9189
H 1.2492 0.0979 -1.7017
H 0.4207 -1.0733 -1.0906
*
```

***

Entry from OMol25: a single C5H12N2 molecule (the ωB97M-V functional and the def2-TZVPD basis).

Calculated values
- HOMO-LUMO gap (eV) = 9.50
- ΔE to the lowest compared entry with this formula, charge and spin (kcal per mole) = 65.91
- F_max (Eh/bohr) = 0.0974
- HOMO level (eV) = -8.4298
- structure (SMILES) = [H]/N=N/C(C)(C)CC
- calculated total energy (hartree) = -307.12431

```
! wB97M-V def2-TZVPD RIJCOSX def2/J DEFGRID3
* xyz 0 1
H -3.0758 -1.4170 0.4489
N -2.1267 -1.1824 0.7707
N -1.6428 -0.4553 -0.0746
C -0.1319 0.2877 0.3314
C 0.7470 -0.7090 1.0462
C -0.4315 1.5706 1.1242
C 0.5362 0.5993 -0.9714
C 0.7234 -0.7309 -1.7554
H 1.7426 -0.2811 1.1539
H 0.9363 -1.5332 0.4262
H 0.4760 -1.0187 2.0274
H 0.5564 2.0458 1.3069
H -1.2002 2.1697 0.4580
H -0.9511 1.4881 2.0811
H 1.3760 1.1720 -0.8074
H -0.1001 1.3371 -1.6226
H 0.1930 -1.5641 -1.4053
H 1.8639 -1.0102 -1.7391
H 0.5093 -0.7684 -2.7989
*
```